1.
Formula: C16H33NO4P2SZr
Source: OMol25
Level of theory: ωB97M-V with the def2-TZVPD basis set

Geometry as XYZ:
```
58
C16H33NO4P2SZr | OMol25 | ωB97M-V with the def2-TZVPD basis set
Zr 0.02465 0.01141 0.23193
P 2.72533 -0.24607 -0.30437
P -2.71449 -0.01649 0.01800
N -0.00638 0.80142 -1.57685
H 1.34356 -2.67021 1.84925
C 3.36805 -1.73410 -1.14601
H 4.46751 -1.73619 -1.14129
H 3.00376 -1.74687 -2.18251
H 2.99298 -2.63063 -0.63300
C 3.71629 -0.20954 1.23080
H 4.76517 -0.45332 1.00698
H 3.29775 -0.93304 1.94292
H 3.64336 0.78260 1.69655
C 3.46117 1.10371 -1.29684
H 4.55828 1.08745 -1.22454
H 3.07722 2.06559 -0.93055
H 3.15362 0.99419 -2.34513
C -3.64552 -1.40214 -0.70953
H -4.72765 -1.25339 -0.58643
H -3.34476 -2.33632 -0.21486
H -3.40256 -1.48382 -1.77744
C -3.41358 0.06763 1.70861
H -4.51158 0.03614 1.65660
H -3.08770 0.98919 2.21303
H -3.05022 -0.79093 2.29450
C -3.39896 1.46446 -0.80405
H -4.47518 1.56132 -0.60226
H -3.22197 1.39204 -1.88563
H -2.86780 2.35461 -0.43829
C 0.00414 1.58614 -2.64198
C 0.05075 1.90164 -5.06864
C 0.01775 1.05163 -3.97598
C 0.01536 3.01802 -2.48500
C 0.04768 3.84337 -3.59739
C 0.06765 3.29464 -4.88839
H 0.06319 1.47769 -6.07065
H 0.00290 -0.03427 -4.08818
H 0.00165 3.41981 -1.46855
H 0.05770 4.92269 -3.45736
H 0.09511 3.95695 -5.75291
C 0.29311 -2.88834 1.59733
O -0.09081 -1.89672 0.65141
C 0.20020 -4.28353 0.99687
H -0.00558 -5.02243 1.78150
H 1.15340 -4.55435 0.52759
H -0.59641 -4.34365 0.25003
C -0.50131 -2.79232 2.88676
H -1.53953 -3.11913 2.72835
H -0.51165 -1.77436 3.29012
H -0.03583 -3.44217 3.63971
C -0.79723 1.34356 4.19027
S 0.67715 1.31026 3.18876
O 1.45575 2.49033 3.44935
O 1.29185 -0.01064 3.32169
O 0.07369 1.39577 1.73026
H -0.44171 1.41558 5.22693
H -1.38998 0.42650 4.05127
H -1.38932 2.23862 3.93720
```

Values from the calculation:
- frontier orbital gap (spin up / spin down) (eV) = 6.78 / 6.78
- spin multiplicity = 1
- total charge = 0

---

2.
Formula: C16H33NO9S3Ti
Source: OMol25
Level of theory: ωB97M-V with the def2-TZVPD basis set

Geometry as XYZ:
```
63
C16H33NO9S3Ti | OMol25 | ωB97M-V with the def2-TZVPD basis set
Ti 0.35210 0.39769 0.94740
C 2.59712 3.54003 -2.58461
C 1.84145 2.44237 -3.34946
O 0.90027 1.96275 -2.37758
C 0.98176 2.66746 -1.25701
O 0.31270 2.54524 -0.27426
O 1.96746 3.58297 -1.31589
H 2.50887 4.48515 -3.11185
H 3.62533 3.21677 -2.44185
H 2.49548 1.63061 -3.66301
H 1.31556 2.77733 -4.24067
C -4.58991 1.75240 3.17701
C -3.72448 1.89549 4.41631
O -2.42995 1.50551 3.91777
C -2.42298 1.67761 2.60640
O -1.45719 1.54213 1.91484
O -3.64204 1.97155 2.12539
H -5.44641 2.41890 3.14194
H -4.97616 0.73167 3.06841
H -3.94352 1.23907 5.25551
H -3.74754 2.92324 4.78377
C 1.68015 -1.30399 -4.24299
C 1.17011 -2.59250 -3.59260
C 1.95817 -2.93108 -2.33003
C 1.76678 -1.98216 -1.23398
N 1.58811 -1.25475 -0.36007
H 1.71331 -1.33841 -5.33141
H 2.70362 -1.07978 -3.92845
H 1.10801 -0.42296 -3.94375
H 1.24299 -3.44832 -4.26448
H 0.11253 -2.53349 -3.33260
H 3.02412 -3.06715 -2.51977
H 1.61459 -3.90320 -1.95549
C 3.86478 1.11451 0.78464
S 3.25466 2.28786 2.01772
O 1.86196 1.82936 2.38221
C 4.34110 1.83360 3.38455
H 4.95321 1.10431 0.87690
H 3.52372 1.33620 -0.22273
H 3.49022 0.10710 0.98485
H 4.14643 0.86812 3.85719
H 4.30528 2.57089 4.18308
H 5.35737 1.76690 2.98816
C -3.52897 -1.97939 -1.16545
S -2.64827 -0.40513 -0.83415
O -1.35770 -0.70367 -0.13387
C -2.23101 -0.17716 -2.58231
H -4.36145 -1.69492 -1.80511
H -3.92007 -2.43976 -0.25739
H -2.85066 -2.70976 -1.60582
H -3.07106 -0.01254 -3.25708
H -1.66729 -1.04642 -2.92737
H -1.56817 0.67658 -2.74006
C -0.69728 -3.47985 1.57239
S -0.68556 -2.36705 2.99510
O 0.18504 -1.22541 2.55915
C -2.42950 -1.89147 2.87965
H -1.21798 -2.95404 0.76901
H -1.24463 -4.41388 1.71134
H 0.31829 -3.68923 1.24777
H -2.59794 -1.22983 2.02868
H -2.65800 -1.35266 3.79913
H -3.06692 -2.77142 2.80693
```

Values from the calculation:
- ⟨S²⟩ = 3.75
- frontier orbital gap (spin up / spin down) (eV) = 4.19 / 9.28
- spin multiplicity = 4
- total charge = +1

---

3.
Formula: C16H34BCrNP2
Source: OMol25
Level of theory: ωB97M-V with the def2-TZVPD basis set

Geometry as XYZ:
```
55
C16H34BCrNP2 | OMol25 | ωB97M-V with the def2-TZVPD basis set
P -0.67418 1.83644 -1.87967
P -2.40586 -1.14866 -1.07908
C -2.03506 1.05410 -2.85786
C -3.07698 0.23741 -2.07423
H -1.54619 0.44824 -3.64225
H -2.53547 1.90579 -3.35009
H -3.65491 0.88049 -1.38579
H -3.78293 -0.23786 -2.77712
C -2.08964 -2.50425 -2.25436
H -1.66224 -3.36428 -1.71058
H -1.36735 -2.17618 -3.01943
H -3.02452 -2.81062 -2.74148
C -3.75255 -1.66793 0.03498
H -4.55339 -2.17436 -0.53591
H -4.16906 -0.78730 0.55148
H -3.34958 -2.36606 0.78846
C 0.27724 2.58242 -3.24574
H 1.20841 3.03153 -2.87270
H -0.34119 3.35739 -3.72389
H 0.51776 1.80037 -3.98409
C -1.50732 3.25109 -1.10721
H -2.32242 2.90972 -0.45591
H -1.91583 3.89587 -1.89300
H -0.78680 3.82631 -0.51056
Cr 2.26287 0.40154 1.29055
C 0.20598 -1.43111 2.19445
C 0.91911 -1.85021 1.10545
C 0.65913 -1.69778 -0.35904
C 1.39677 -0.61974 -1.18799
C 1.20402 0.79113 -0.72878
C 0.38650 1.29305 0.37430
C -0.78727 0.62703 1.02291
C -0.51926 -0.12182 2.36122
C 3.26213 1.85312 2.25062
H 0.38544 -1.94202 3.14113
H 1.69340 -2.60993 1.28115
H -0.42719 -1.55562 -0.52444
H 0.89849 -2.66306 -0.83880
H 2.47939 -0.87133 -1.23850
H 1.03283 -0.75090 -2.23474
H 1.82349 1.51802 -1.26247
H 0.44020 2.36869 0.58103
H -1.26157 -0.09621 0.30769
H -1.59646 1.36911 1.20880
H 0.04151 0.53920 3.08653
H -1.53549 -0.27492 2.82168
H 3.13721 1.74230 3.34005
H 2.93545 2.85479 1.91896
H 4.31447 1.66276 1.97156
B 4.43246 -2.35363 4.33782
C 3.72816 -1.46383 3.29571
N 3.22659 -0.79093 2.47603
H 4.67798 -3.40607 3.77407
H 3.67976 -2.51823 5.27932
H 5.45394 -1.78306 4.67973
```

Values from the calculation:
- ⟨S²⟩ = 6.07
- frontier orbital gap (spin up / spin down) (eV) = 6.94 / 6.33
- spin multiplicity = 5
- total charge = 0

---

4.
Formula: C16H34F5IN7O8PS
Source: OMol25
Level of theory: ωB97M-V with the def2-TZVPD basis set

Geometry as XYZ:
```
73
C16H34F5IN7O8PS | OMol25 | ωB97M-V with the def2-TZVPD basis set
C -0.27810 3.59939 2.26244
C 0.02222 2.11065 2.06992
C -0.41368 1.68720 0.66867
N -0.92292 0.31133 0.59890
C -0.05297 -0.66114 1.11828
O 1.24014 -0.57044 0.47555
C 1.88901 -1.77007 0.81189
P 3.44687 -1.79933 -0.22826
O 4.50749 -2.49072 0.84120
I 3.15863 -3.61448 -1.84294
C 0.80471 -2.78826 0.53997
C -0.52331 -2.16490 1.02836
C -1.05407 -2.56653 2.42249
C -0.20557 -3.56555 3.19070
O 0.89201 -2.99650 3.86900
C 0.57278 -2.13417 4.93693
C -0.15438 -2.79472 6.09141
S -1.64743 -2.58649 -0.30966
O -1.41633 -1.80448 -1.49034
O -1.54125 -4.00750 -0.49437
C -3.45068 -2.33447 0.14247
F -3.88525 -3.34353 0.94367
F -4.08665 -2.45055 -1.05618
C -3.89187 -0.96672 0.73063
F -3.65970 0.01568 -0.14638
F -3.32614 -0.72513 1.91922
F -5.23076 -1.04285 0.92295
H 0.09361 4.14321 1.40124
H 0.21450 4.00689 3.12993
H -1.35175 3.76213 2.29523
H -0.48603 1.51735 2.82534
H 1.10156 2.01149 2.15216
H 0.37667 1.88591 -0.05153
H -1.24159 2.33324 0.38474
H -1.12226 0.10605 -0.37218
H 0.20756 -0.50765 2.16439
H 2.26679 -1.76699 1.84316
H 4.34516 -2.10054 1.70653
H 0.77389 -2.79091 -0.54944
H 0.99098 -3.82828 0.76753
H -2.02533 -3.04207 2.29774
H -1.26224 -1.66999 2.99110
H 0.21089 -4.30968 2.52595
H -0.86574 -4.12177 3.85516
H 1.52706 -1.76782 5.30324
H 0.01279 -1.24854 4.62864
H -1.13900 -3.13019 5.77199
H 0.36825 -3.66102 6.48103
H -0.33245 -2.07599 6.88386
N 0.17697 0.52493 -5.83956
C -0.29677 0.50590 -4.55142
N -1.19593 -0.48386 -4.28666
O 0.06229 1.31547 -3.71276
H -0.10811 -0.12936 -6.54989
H 0.83709 1.24315 -6.06579
H -1.56356 -0.53537 -3.35489
H -1.49691 -1.15451 -4.96719
N -0.00928 7.86543 4.15698
C 0.90047 7.35616 3.26917
N 2.02612 8.11366 3.08751
O 0.71941 6.30336 2.68361
H 0.11769 8.72808 4.64916
H -0.84474 7.33417 4.30998
H 2.71023 7.76744 2.44270
H 2.19405 8.98114 3.55847
N 1.49096 -1.32076 -10.69321
C 1.08379 -0.88137 -9.46483
N 1.96660 -0.08142 -8.79573
O 0.00176 -1.17940 -8.98536
H 2.37471 -1.08667 -11.10133
H 0.85861 -1.90928 -11.20079
H 1.67297 0.24249 -7.89689
H 2.86546 0.19007 -9.14364
```

Values from the calculation:
- frontier orbital gap (eV) = 8.95
- spin multiplicity = 1
- total charge = 0

---

Electronic energy
In order: -57504.0509 -92657.7326 -66302.6999 -85768.3541
Unit: eV